Arrangement a

One molecule with the formula C7H12, computed with wB97M-V/def2-TZVPD.

Cartesian coordinates (Å):
C 0.49630 -1.85956 -2.72230
C -0.02440 -1.25727 -1.65208
C 0.25791 0.15195 -1.29266
C 0.09448 0.62709 -0.05978
C 0.58932 1.97224 0.42000
C -0.90413 0.00871 0.89893
C -0.39860 -0.31172 2.34498
H 0.92034 -2.85267 -2.71659
H 0.64646 -1.24408 -3.59828
H -0.13210 -1.86813 -0.75593
H 0.48744 0.72547 -2.18817
H -0.15184 2.38283 1.10817
H 0.60730 2.66434 -0.42458
H 1.54663 1.96119 0.93675
H -1.51591 -0.81386 0.53948
H -1.58995 0.84574 1.04626
H -0.88161 0.42732 2.97860
H 0.67732 -0.25338 2.49754
H -0.72495 -1.30621 2.63966

As for the HOMO energy: -8.16 eV. The gap between HOMO and LUMO comes out at 9.061 eV. The structure (SMILES) is C=C/C=C(/C)CC.

Here are the natural (NBO) charges for atoms 1 to 8, given in e:
1. C -0.375
2. C -0.208
3. C -0.239
4. C 0.051
5. C -0.645
6. C -0.435
7. C -0.617
8. H 0.205

=====

Arrangement b

C7H12 as an isolated structure, computed with wB97M-V/def2-TZVPD.

Cartesian coordinates (Å):
C 1.71672 -1.93298 -0.20203
C 0.45035 -1.20985 0.24488
C 0.50893 0.28311 0.04786
C -0.02829 1.30808 0.81933
C -1.23507 1.15533 1.69940
C -0.96399 0.54788 -1.98057
C 0.03815 0.95610 -1.10464
H 2.58614 -1.73354 0.44805
H 1.58181 -3.01294 -0.24264
H 2.00871 -1.56771 -1.25205
H -0.39421 -1.59564 -0.31907
H 0.29475 -1.42474 1.31130
H 0.41088 2.27691 0.79424
H -1.15263 0.35176 2.43172
H -1.52141 2.08113 2.29047
H -2.19586 0.90400 1.10064
H -1.39876 -0.42092 -1.89079
H -1.29350 1.13795 -2.85069
H 0.58728 1.89608 -1.34542

As for the HOMO energy: -7.16 eV. The gap between HOMO and LUMO comes out at 7.610 eV.

Here are the natural (NBO) charges for atoms 1 to 8, given in e:
1. C -0.594
2. C -0.448
3. C -0.038
4. C -0.040
5. C -0.692
6. C -0.579
7. C -0.203
8. H 0.208

=====

Least stable: arrangement b

=====

Arrangement a

One molecule with the formula C7H12, computed with wB97M-V/def2-TZVPD.

Cartesian coordinates (Å):
C 1.74346 -0.97376 -1.78280
C 1.24404 -0.02290 -0.74289
C -0.14405 0.48662 -0.80878
C -0.72314 0.12319 0.56457
C -0.46909 1.17435 1.63065
C -1.87533 0.84901 1.20603
C -0.41284 -1.26799 0.80786
H 1.81199 -0.54483 -2.80008
H 1.04251 -1.81816 -1.87339
H 2.73479 -1.36260 -1.53197
H 1.97800 0.60339 -0.23419
H -0.24047 1.57203 -0.94460
H -0.71359 -0.00187 -1.60801
H -0.03441 2.12881 1.33163
H -0.13738 0.82136 2.60254
H -2.40037 1.58907 0.60955
H -2.51090 0.30236 1.89744
H 0.04709 -1.87766 0.04955
H -0.94031 -1.78044 1.62687

As for the HOMO energy (alpha / beta): -7.54 / -7.49 eV. The gap between HOMO and LUMO (alpha / beta) comes out at 8.079 / 8.418 eV.

Here are the natural (NBO) charges for atoms 1 to 8, given in e:
1. C -0.680
2. C -0.070
3. C -0.463
4. C -0.128
5. C -0.407
6. C -0.415
7. C -0.300
8. H 0.216

=====

Arrangement b

C7H12 as an isolated structure, computed with wB97M-V/def2-TZVPD.

Cartesian coordinates (Å):
C 1.88817 -1.03521 1.47607
C 1.49882 -0.39242 0.17896
C 0.22301 -0.97683 -0.43463
C -0.62835 0.27976 -0.44417
C -1.02791 0.96969 -1.71296
C -2.07395 0.35165 -0.82137
C 0.00789 1.04111 0.69216
H 2.43938 -1.93816 1.17190
H 1.05915 -1.37791 2.12103
H 2.58239 -0.42849 2.06636
H 1.21090 0.88270 0.39158
H 0.39391 -1.41716 -1.42481
H -0.25045 -1.74308 0.20499
H -0.79421 0.47347 -2.65148
H -0.96542 2.05492 -1.75059
H -2.55647 -0.56468 -1.15380
H -2.72239 1.01543 -0.25415
H -0.24818 0.66943 1.68724
H -0.03630 2.13579 0.65766

As for the HOMO energy: -7.60 eV. The gap between HOMO and LUMO comes out at 8.595 eV.

Here are the natural (NBO) charges for atoms 1 to 8, given in e:
1. C -0.703
2. C -0.055
3. C -0.477
4. C -0.070
5. C -0.404
6. C -0.415
7. C -0.468
8. H 0.247

=====

Arrangement c

One molecule with the formula C7H12, computed with wB97M-V/def2-TZVPD.

Cartesian coordinates (Å):
C 1.42877 -1.47517 1.45057
C 0.65260 -1.11668 0.18496
C 1.36408 -0.16213 -0.75165
C 0.54094 0.76188 -1.24278
C -0.88356 0.53740 -0.77753
C -1.72030 1.78413 -0.49520
C -0.66453 -0.36250 0.45498
H 1.66928 -0.57405 2.02775
H 0.83870 -2.14017 2.09200
H 2.36953 -1.98633 1.21528
H 0.43711 -2.04833 -0.36242
H 2.41524 -0.26814 -1.00743
H 0.81095 1.53284 -1.96100
H -1.39455 -0.04050 -1.56227
H -1.27432 2.40324 0.29280
H -2.72670 1.50030 -0.16447
H -1.82848 2.40422 -1.39235
H -1.51006 -1.02836 0.65956
H -0.52470 0.27836 1.33920

As for the HOMO energy: -9.11 eV. The gap between HOMO and LUMO comes out at 10.375 eV. The structure (SMILES) is C[C@@H]1C=C[C@H](C)C1.

Here are the natural (NBO) charges for atoms 1 to 8, given in e:
1. C -0.598
2. C -0.258
3. C -0.183
4. C -0.186
5. C -0.256
6. C -0.599
7. C -0.382
8. H 0.204

=====

Arrangement d

One molecule with the formula C7H12, computed with wB97M-V/def2-TZVPD.

Cartesian coordinates (Å):
C 2.30192 0.69328 -0.21721
C 1.04026 0.66926 0.67576
C 0.05223 -0.30216 -0.03469
C 0.21901 -1.77591 0.00561
C -0.58328 0.22521 -1.26767
C -1.34872 0.14366 -0.19914
C -2.58601 0.42075 0.43676
H 2.53221 -0.31483 -0.35513
H 3.06978 1.43215 0.22185
H 2.00702 0.94607 -1.22432
H 0.46409 1.64300 0.72546
H 1.35528 0.49694 1.77293
H 1.20408 -2.02084 0.08545
H -0.08880 -2.16252 -0.92152
H -0.43920 -2.12304 0.84922
H -0.45929 0.38314 -2.34388
H -2.69756 -0.23652 1.22708
H -3.37827 0.38302 -0.29672
H -2.66477 1.49936 0.86015

As for the HOMO energy: -8.66 eV. The gap between HOMO and LUMO comes out at 9.663 eV. The structure (SMILES) is CC[C@]1(C)C=C1C.

Here are the natural (NBO) charges for atoms 1 to 8, given in e:
1. C -0.612
2. C -0.403
3. C -0.075
4. C -0.613
5. C -0.223
6. C 0.047
7. C -0.658
8. H 0.202

=====

Least stable: arrangement b

=====

Arrangement a

A 3-piece molecular cluster, C7H12 overall, computed with wB97M-V/def2-TZVPD.

Cartesian coordinates (Å):
C -2.38671 -0.32489 0.04021
C -1.16304 0.51291 -0.05642
C -0.09838 0.06647 0.85865
C 1.25971 0.45370 0.24846
C 2.29063 -0.65791 0.42407
C 0.88404 0.71001 -1.19469
C -0.44012 0.70484 -1.36579
H -1.65142 -1.58579 0.24336
H -2.87572 -0.22938 1.02086
H -3.10765 -0.10007 -0.77494
H -1.84494 1.35525 0.21851
H -0.22365 0.13956 1.93965
H -0.59954 -1.42557 0.60985
H 1.68599 1.38317 0.67678
H 1.89701 -1.58716 0.00079
H 2.49639 -0.82779 1.48647
H 3.23692 -0.41563 -0.07106
H 1.62858 0.86204 -1.97443
H -0.96287 0.82276 -2.30903

As for the HOMO energy: -8.97 eV. The gap between HOMO and LUMO comes out at 10.186 eV.

Here are the natural (NBO) charges for atoms 1 to 8, given in e:
1. C -0.481
2. C -0.377
3. C -0.243
4. C -0.300
5. C -0.590
6. C -0.172
7. C -0.184
8. H 0.103

=====

Arrangement b

One molecule with the formula C7H12, computed with wB97M-V/def2-TZVPD.

Cartesian coordinates (Å):
C 2.50051 -0.14692 1.04127
C 1.60401 -0.06063 0.01897
C 1.69535 0.96825 -1.09074
C 0.43767 -1.01489 0.07966
C -0.87807 -0.33724 -0.41874
C -1.89996 -0.08629 0.47359
C -3.25834 0.45470 0.07112
H 3.45412 0.44443 0.99657
H 2.40578 -1.04782 1.75559
H 1.57527 0.25086 -2.04877
H 2.76780 1.40796 -1.21615
H 0.86661 1.69715 -0.98197
H 0.77872 -1.93349 -0.54637
H 0.12432 -1.19169 1.18364
H -0.77250 0.18865 -1.36634
H -1.74688 -0.41405 1.51279
H -3.85024 -0.40443 -0.43462
H -3.73253 1.13061 0.85400
H -3.07748 1.20998 -0.75913

As for the HOMO energy: -9.08 eV. The gap between HOMO and LUMO comes out at 10.141 eV. The structure (SMILES) is C=C(C)C/C=C/C.

Here are the natural (NBO) charges for atoms 1 to 8, given in e:
1. C -0.431
2. C 0.021
3. C -0.659
4. C -0.478
5. C -0.194
6. C -0.183
7. C -0.668
8. H 0.199

=====

Arrangement c

One molecule with the formula C7H12, computed with wB97M-V/def2-TZVPD.

Cartesian coordinates (Å):
C -2.37282 2.22505 -0.09080
C -2.38120 0.87752 -0.59146
C -2.04159 -0.23878 -0.90734
C -0.61074 -0.54945 -1.16661
C 0.12809 -1.08350 0.05854
C 1.53136 -0.48969 0.08488
C 2.40391 -1.06305 1.18883
H -3.34536 2.45970 0.31827
H -2.10503 2.94287 -0.87027
H -1.62098 2.28465 0.70477
H -0.22294 0.45531 -1.40037
H -0.43701 -1.13176 -2.06441
H -0.40490 -0.81498 0.98079
H 0.16636 -2.17777 0.03242
H 1.44445 0.60146 0.19920
H 1.99754 -0.65527 -0.89569
H 1.95866 -0.87486 2.17280
H 2.50783 -2.14744 1.07017
H 3.40437 -0.61999 1.17627

As for the HOMO energy: -9.12 eV. The gap between HOMO and LUMO comes out at 10.109 eV. The structure (SMILES) is CC#CCCCC.

Here are the natural (NBO) charges for atoms 1 to 8, given in e:
1. C -0.703
2. C 0.076
3. C -0.086
4. C -0.426
5. C -0.393
6. C -0.387
7. C -0.604
8. H 0.248

=====

Arrangement d

A 2-piece molecular cluster, C7H12 overall, computed with wB97M-V/def2-TZVPD.

Cartesian coordinates (Å):
C -0.80863 -1.38969 0.66746
C -1.19041 -0.76242 -0.61290
C -1.24477 -0.79855 -1.90336
C -2.18751 0.16249 -1.24062
H -1.49286 -2.23089 0.81609
H 0.21295 -1.78082 0.64748
H -0.91349 -0.70328 1.51011
H -0.94199 -1.26059 -2.82937
H -2.00144 1.24036 -1.28480
H -3.25107 -0.07995 -1.15321
C 0.63442 1.54848 -0.18010
C 1.20748 1.13777 0.94622
C 2.35703 0.17155 1.00239
H -0.17226 2.27516 -0.18069
H 0.94115 1.15678 -1.14757
H 0.85120 1.53277 1.89776
H 3.30754 0.71772 1.00132
H 2.35811 -0.49606 0.13376
H 2.33453 -0.44085 1.91002

As for the HOMO energy: -8.84 eV. The gap between HOMO and LUMO comes out at 9.967 eV. The structure (SMILES) is CC1=CC1.C=CC.

Here are the natural (NBO) charges for atoms 1 to 8, given in e:
1. C -0.656
2. C 0.061
3. C -0.220
4. C -0.432
5. H 0.233
6. H 0.227
7. H 0.228
8. H 0.220

=====

Least stable: arrangement a

=====

Arrangement a

One molecule with the formula C7H12, computed with wB97M-V/def2-TZVPD.

Cartesian coordinates (Å):
C 0.84653 0.35732 -1.83707
C -0.32413 0.94721 -1.07572
C -1.26583 -0.14851 -0.50812
C -0.37974 -0.10772 0.74032
C -0.43438 -0.81908 1.98990
C 0.82934 -1.33798 0.97093
C 0.05240 1.31728 0.38335
H 0.50479 -0.08173 -2.77813
H 1.31709 -0.42713 -1.23633
H 1.59321 1.12735 -2.04913
H -0.81290 1.73627 -1.65381
H -2.29864 0.23456 -0.40886
H -1.29743 -1.12379 -0.99587
H -1.28176 -1.49342 2.14129
H -0.17287 -0.26177 2.89429
H 0.76281 -2.40545 0.65367
H 1.84900 -1.19144 1.39586
H 1.09488 1.53362 0.62107
H -0.58235 2.14439 0.75236

As for the HOMO energy: -8.90 eV. The gap between HOMO and LUMO comes out at 10.014 eV. The structure (SMILES) is CC1CC2(CC2)C1.

Here are the natural (NBO) charges for atoms 1 to 8, given in e:
1. C -0.613
2. C -0.197
3. C -0.417
4. C 0.028
5. C -0.423
6. C -0.498
7. C -0.417
8. H 0.205

=====

Arrangement b

A 2-piece molecular cluster, C7H12 overall, computed with wB97M-V/def2-TZVPD.

Cartesian coordinates (Å):
C 1.33897 -0.59476 -2.62372
C 1.22610 0.77292 -2.03136
C 1.15688 1.00242 -0.74333
C 0.87990 -0.25148 0.31704
C 0.49010 -0.19850 1.54028
C -0.87518 -0.26799 2.11474
C -1.48922 1.15481 1.92008
H 1.68548 -1.35264 -1.89205
H 2.10656 -0.61725 -3.40042
H 0.42849 -0.99611 -3.06464
H -0.88997 -1.59193 -1.34411
H -1.16124 -0.93285 -1.11695
H 1.11305 1.87753 -0.11913
H 1.42186 -1.04085 -0.18954
H -0.94939 -0.64098 3.13248
H -1.55713 -0.91903 1.54784
H -2.42883 1.12726 2.48331
H -0.87298 1.83808 2.51333
H -1.62346 1.63133 0.95615

As for the HOMO energy: -7.17 eV. The gap between HOMO and LUMO comes out at 6.443 eV.

Here are the natural (NBO) charges for atoms 1 to 8, given in e:
1. C -0.690
2. C -0.011
3. C -0.368
4. C -0.235
5. C 0.166
6. C -0.483
7. C -0.602
8. H 0.171

=====

Arrangement c

C7H12 as an isolated structure, computed with wB97M-V/def2-TZVPD.

Cartesian coordinates (Å):
C -0.16769 -0.95312 0.13457
C -1.60000 -1.06393 -0.10883
C -1.88862 0.55035 0.11412
C -0.42391 1.32584 -0.00693
C 1.00422 1.34642 0.09833
C 2.03357 0.08485 0.00170
C 1.31719 -1.27310 0.00568
H -0.19595 -0.00519 -0.49081
H -0.12937 -0.46682 1.01482
H -1.84031 -1.31497 -1.18220
H -2.11610 -1.72221 0.53065
H -2.48260 1.02216 1.09312
H -2.38862 0.73624 -0.76574
H -0.79583 2.33310 -0.18338
H 1.49563 2.37670 -0.26187
H 2.19420 0.40703 -1.11884
H 2.85630 0.22490 0.63014
H 1.69442 -2.06545 -0.78149
H 1.43345 -1.54280 1.27698

As for the HOMO energy: -7.83 eV. The gap between HOMO and LUMO comes out at 8.818 eV.

Here are the natural (NBO) charges for atoms 1 to 8, given in e:
1. C -0.423
2. C -0.372
3. C -0.402
4. C -0.322
5. C -0.162
6. C -0.445
7. C -0.370
8. H 0.238

=====

Least stable: arrangement c